DFT (ωB97M-V/def2-TZVPD) results for a cluster of 2 separate species, C8H9BrN2O2 in total at a distorted geometry.

Element x y z (Å)
C -0.35925 -3.30267 1.00201
C 0.25754 -2.81947 -0.21699
C -1.63634 -1.35734 1.05947
C -1.15015 -0.94219 -0.16453
C 0.45674 2.19821 0.84574
C -1.02281 0.42787 -2.29790
C 2.82284 2.55237 0.95068
C -1.55717 0.18665 -0.86449
N -1.35713 -2.55382 1.50475
N -0.20672 -1.75784 -0.81175
O -0.15137 3.12257 1.23929
O 1.60977 1.85569 0.46644
Br -2.94749 1.26190 -0.18465
H -0.14513 -4.36897 1.42639
H 1.05810 -3.36169 -0.70949
H -2.31504 -0.78656 1.67024
H 0.12820 0.75929 -2.20938
H -0.98317 -0.45343 -2.92859
H -1.53372 1.12076 -2.75960
H 3.43782 2.67695 -0.05617
H 3.20801 1.97668 1.66311
H 2.38648 3.56504 1.37541

Atomic forces in eV per Å
-0.295 -0.341 -1.022
-1.013 -0.624 1.464
-0.287 -0.423 0.280
1.357 -1.023 -1.084
-2.567 -1.384 -0.491
4.532 -2.430 3.803
-2.462 4.880 -4.565
0.124 0.112 -2.060
1.294 -1.854 1.536
-0.252 1.291 0.249
0.569 1.288 0.668
1.991 -0.593 -0.081
0.433 -0.129 -0.295
-0.457 2.279 -0.688
-0.017 -0.033 0.015
-0.219 0.262 -0.128
-2.466 -0.558 -0.157
-0.164 -0.401 0.326
-2.618 3.845 -2.282
-0.952 -0.084 2.650
1.963 -2.265 2.733
1.508 -1.815 -0.872

Calculated values
Gap between HOMO and LUMO (spin up / spin down): 0.2932 / 0.3018 Ha
HOMO level (spin up / spin down): -7.4 / -9.3 eV
Multiplicity: 3
Largest force on an atom: 7.1 eV/A
Total charge: 0
Energy above the lowest of the compared OMol25 structures with the same formula, charge and spin: 0.0 kJ/mol
<S²>: 2.04

Here are the Mulliken charges for atoms 1 to 4, given in e: -0.19, -0.11, -0.51, 0.89



DFT (ωB97M-V/def2-TZVPD) results for the ion C8H9ClF6N4O4P with charge +1 at a distorted geometry.

Element x y z (Å)
N 3.82591 -0.17323 -2.32606
P 4.28266 0.28521 -0.91995
C 3.26226 -0.50471 0.44713
O 3.36839 0.00009 1.75414
C 3.04269 1.35036 1.83441
N 1.79014 1.64692 1.06828
C 1.30148 0.74855 0.19596
N 0.20260 1.04069 -0.47415
C -0.38201 0.18743 -1.50490
O 0.26722 -0.26114 -2.37790
C -1.91449 -0.11630 -1.41857
F -2.03089 -1.45404 -1.51075
F -2.47450 0.47318 -2.50103
C -2.65333 0.37894 -0.15430
F -2.30763 1.68851 0.04489
F -2.17555 -0.33498 0.89732
C -4.20515 0.28907 -0.23036
F -4.53474 -0.76372 -1.03098
F -4.65240 1.42751 -0.77977
C -4.87696 0.07756 1.14664
O -5.44451 0.97350 1.68424
O -4.70236 -1.13792 1.65951
N 1.86726 -0.49304 0.02542
Cl 0.88703 -1.65193 0.89676
H 4.53451 -0.67137 -2.84486
H 5.58759 -0.00244 -0.49650
H 4.09699 1.66214 -0.70659
H 3.59198 -1.53249 0.46227
H 3.82968 2.00126 1.47365
H 2.87086 1.57319 2.87574
H 1.86138 2.55270 0.61350
H -0.28253 1.89466 -0.24728
H -4.75560 -1.82224 0.97983

Atomic forces in eV per Å
0.149 0.118 0.412
-0.063 -0.335 -0.963
-0.122 0.166 0.035
0.237 0.039 0.001
-0.408 -0.218 0.183
1.303 -0.072 -1.320
-0.388 -0.033 0.287
-0.133 -0.060 -0.271
0.116 -0.007 -0.007
-0.037 -0.068 0.027
-0.075 0.100 -0.365
0.017 0.397 0.015
0.134 -0.234 0.340
0.379 0.028 0.225
-0.228 -0.329 -0.014
-0.125 0.281 -0.318
-0.253 0.298 -0.261
0.060 0.133 0.075
0.098 -0.491 0.004
-0.244 0.619 0.134
0.400 -0.256 0.000
-0.428 -0.252 0.210
-0.035 -0.109 0.766
0.114 -0.072 -0.401
-0.110 -0.139 -0.258
0.043 0.207 0.376
0.085 0.077 0.289
0.047 -0.324 0.069
0.166 0.156 -0.236
-0.169 0.014 0.275
-0.498 0.417 0.553
-0.278 0.045 0.234
0.250 -0.094 -0.097

Calculated values
Gap between HOMO and LUMO: 0.2781 Ha
SMILES string: N=[PH2][C@H]1OCNC(NC(=O)C(F)(F)C(F)(F)C(F)(F)C(=O)O)=[N+]1Cl
HOMO level: -12.7 eV
Largest force on an atom: 1.9 eV/A
Total charge: +1

Here are the Mulliken charges for atoms 1 to 4, given in e: -0.58, 0.21, -0.05, -0.39



DFT (ωB97M-V/def2-TZVPD) results for the molecule C8H9ClN2 at a distorted geometry.

Element x y z (Å)
C -0.34918 -0.86633 1.55261
C -1.40500 -0.17124 1.02451
N -2.47605 0.26508 1.73869
N -3.32671 0.95952 0.98594
C -2.71723 1.15756 -0.20200
C -1.54067 0.42103 -0.25849
C -0.59484 0.43793 -1.21241
C 0.63407 -0.34375 -1.13220
C 1.88639 0.02293 -0.84083
C 3.13206 -0.66784 -0.74637
Cl 2.03138 1.75683 -0.71523
H 0.49478 -1.00230 1.00764
H -0.22290 -1.11333 2.55757
H -2.78882 -0.00500 2.72061
H -3.16205 1.71375 -1.03187
H -0.53250 1.29259 -1.89515
H 0.36783 -1.33201 -1.30543
H 3.08672 -1.78337 -0.43736
H 3.83168 -0.08473 -0.12158
H 3.65105 -0.65730 -1.68862

Atomic forces in eV per Å
-2.570 1.340 -0.417
2.615 -2.115 2.465
-1.665 -0.814 2.534
0.387 1.764 -2.633
-3.360 0.429 1.828
1.867 -0.235 -1.477
1.348 1.662 -0.172
0.286 0.367 0.183
-2.965 1.501 -0.875
2.171 -2.342 0.826
0.436 0.649 0.274
1.970 -0.570 -1.619
-0.478 -0.324 1.619
0.813 0.417 -2.294
-0.052 -0.208 0.663
-0.621 -0.417 -0.179
0.290 -2.336 0.069
-0.152 1.931 -0.266
-0.429 -0.619 0.239
0.109 -0.079 -0.769

Calculated values
Gap between HOMO and LUMO: 0.2611 Ha
SMILES string: C=c1[nH]nc/c1=C/C=C(/C)Cl
HOMO level: -7.3 eV
Largest force on an atom: 4.2 eV/A
Total charge: 0
Energy above the lowest of the compared OMol25 structures with the same formula, charge and spin: 153.4 kJ/mol

Here are the Mulliken charges for atoms 1 to 4, given in e: -1.32, 0.59, 0.22, -0.75